{"formula": "C55H57N10O3SZr", "method": "ωB97M-V/def2-TZVPD", "elements": ["Zr", "O", "C", "C", "C", "C", "C", "C", "C", "O", "N", "N", "C", "C", "C", "C", "C", "C", "C", "O", "H", "H", "H", "H", "H", "H", "H", "H", "H", "H", "C", "C", "N", "C", "C", "N", "C", "C", "C", "C", "C", "N", "C", "C", "N", "C", "C", "N", "C", "C", "C", "N", "C", "C", "H", "H", "H", "H", "H", "H", "H", "H", "H", "H", "H", "H", "C", "C", "C", "C", "C", "C", "C", "C", "C", "C", "C", "C", "N", "C", "C", "C", "C", "C", "N", "C", "C", "C", "C", "H", "H", "H", "H", "H", "H", "H", "H", "H", "H", "H", "H", "H", "H", "H", "H", "H", "H", "H", "H", "H", "H", "H", "H", "H", "H", "H", "H", "H", "C", "S", "C", "H", "H", "H", "H", "H", "H"], "coordinates": [[-0.0449, 0.3011, -0.3161], [3.3393, -1.1912, 2.1367], [4.3159, -1.1817, 1.1977], [5.4935, -1.8663, 1.4862], [6.5285, -1.8862, 0.5751], [6.4151, -1.2206, -0.6451], [5.2511, -0.5455, -0.9379], [4.1827, -0.5166, -0.0322], [2.9396, 0.1746, -0.4129], [1.9679, 0.2603, 0.4881], [2.8088, 0.6761, -1.5983], [1.5647, 1.3533, -1.6650], [1.6593, 2.8504, -1.6453], [-0.8886, 3.3320, -2.4466], [-1.6205, 4.1029, -3.3535], [-2.9415, 4.4471, -3.1230], [-3.5715, 4.0195, -1.9627], [-2.8828, 3.2297, -1.0628], [-1.5581, 2.8754, -1.3109], [-0.9421, 2.0602, -0.4418], [2.6330, -0.6091, 1.7882], [5.5712, -2.3683, 2.4415], [7.4388, -2.4189, 0.8174], [7.2327, -1.2307, -1.3519], [5.1357, -0.0183, -1.8753], [2.6012, 3.0786, -2.1559], [-1.1523, 4.4374, -4.2698], [-3.4732, 5.0491, -3.8471], [-4.6017, 4.2888, -1.7696], [-3.3480, 2.8537, -0.1602], [1.2124, -3.6549, -2.5440], [0.9333, -2.3484, -2.1683], [0.6811, -2.0171, -0.9101], [0.7213, -3.0025, -0.0044], [0.9725, -4.3106, -0.4015], [1.2142, -4.6415, -1.6625], [0.5204, -2.6174, 1.4037], [0.7354, -3.5236, 2.4296], [0.6594, -3.0997, 3.7461], [0.3828, -1.7590, 3.9675], [0.1658, -0.9144, 2.8916], [0.1965, -1.3388, 1.6212], [-0.1388, 0.5147, 3.1010], [-0.1010, 1.1145, 4.3564], [-0.4548, 2.3757, 4.5535], [-0.8548, 3.0522, 3.4882], [-0.8583, 2.4848, 2.2218], [-0.4845, 1.2231, 2.0203], [0.8950, -4.0313, 4.8637], [1.6981, -3.6660, 5.9362], [1.8972, -4.5823, 6.9591], [1.3519, -5.7941, 6.9735], [0.5811, -6.1364, 5.9457], [0.3265, -5.2992, 4.8699], [1.4254, -3.8993, -3.5764], [0.8931, -1.5511, -2.8822], [0.9692, -5.1266, 0.3072], [1.0074, -4.5469, 2.2207], [0.3123, -1.3949, 4.9808], [0.2296, 0.5735, 5.2316], [-1.1766, 4.0756, 3.6316], [-1.1762, 3.0438, 1.3569], [2.1904, -2.7021, 5.9658], [2.5271, -4.3290, 7.8035], [0.1436, -7.1270, 5.9823], [-0.3247, -5.6261, 4.0685], [1.2527, -0.4716, -6.3410], [1.5097, -0.3692, -4.8351], [2.8489, -1.0347, -4.4945], [1.4538, 1.0556, -4.2998], [1.9419, 2.0366, -5.0682], [1.8209, 3.4595, -4.8107], [1.0968, 3.8868, -3.7868], [0.5470, 2.9566, -2.7482], [1.6626, 3.6232, -0.3336], [1.3690, 5.0966, -0.6250], [3.0111, 3.5004, 0.3766], [0.7904, 1.3775, -2.9668], [-0.2636, 0.4835, -2.5295], [-1.4782, 0.4244, -3.0090], [-2.4547, -0.1832, -2.2272], [-3.7860, -0.4405, -2.5575], [-4.3326, -1.0808, -1.4655], [-3.3164, -1.2016, -0.4952], [-2.1598, -0.6458, -0.9297], [-3.4815, -2.0044, 0.7800], [-4.9645, -2.2762, 1.0582], [-2.7968, -3.3611, 0.5503], [-2.8929, -1.2897, 2.0068], [1.1672, -1.5217, -6.6241], [2.0649, -0.0513, -6.9339], [0.3284, 0.0359, -6.6191], [0.6781, -0.9122, -4.3818], [3.6458, -0.5212, -5.0359], [2.8586, -2.0824, -4.8037], [3.0906, -0.9620, -3.4348], [2.4101, 1.7607, -6.0040], [2.2671, 4.1557, -5.5079], [0.9320, 4.9431, -3.6131], [0.8798, 3.2398, 0.3186], [2.1138, 5.5073, -1.3117], [1.4213, 5.6774, 0.2966], [0.3798, 5.2386, -1.0615], [3.8087, 3.9173, -0.2428], [3.2710, 2.4704, 0.6127], [2.9908, 4.0603, 1.3130], [-1.7435, 0.8655, -3.9688], [-4.2663, -0.1787, -3.4872], [-5.3427, -1.4384, -1.3673], [-5.4176, -2.9001, 0.2879], [-5.5241, -1.3423, 1.1329], [-5.0571, -2.8037, 2.0092], [-3.2577, -3.8818, -0.2905], [-2.8893, -3.9878, 1.4405], [-1.7411, -3.2327, 0.3210], [-3.6801, -0.8031, 2.5801], [-2.2029, -0.5028, 1.7157], [-2.3784, -1.9971, 2.6611], [-5.9298, 2.1830, 1.6110], [-4.2532, 2.0914, 2.2640], [-4.5957, 2.2498, 4.0265], [-6.3787, 3.1532, 1.8170], [-6.5494, 1.3916, 2.0311], [-5.8636, 2.0400, 0.5332], [-5.2235, 1.4305, 4.3747], [-5.0768, 3.2013, 4.2472], [-3.6413, 2.2097, 4.5501]], "forces_ev_per_a": [[0.059, -0.147, 0.424], [-0.011, -0.005, 0.016], [0.017, 0.071, -0.080], [-0.013, -0.028, 0.062], [-0.001, 0.017, -0.027], [0.014, -0.015, 0.015], [-0.007, -0.014, 0.023], [-0.012, -0.095, -0.040], [-0.053, 0.154, -0.077], [-0.150, -0.068, -0.003], [0.084, -0.013, 0.073], [0.066, 0.352, -0.087], [0.002, -0.044, -0.007], [0.024, -0.047, 0.063], [-0.004, 0.008, 0.001], [-0.022, 0.011, -0.013], [-0.014, 0.002, -0.012], [0.061, -0.049, 0.033], [-0.184, 0.050, -0.071], [0.207, -0.322, -0.011], [-0.013, -0.016, 0.012], [0.010, -0.004, -0.001], [0.003, -0.002, 0.000], [0.004, 0.000, -0.002], [0.007, -0.002, 0.001], [-0.007, 0.004, 0.002], [0.021, -0.008, 0.009], [-0.006, -0.003, -0.001], [-0.005, 0.001, 0.008], [-0.001, 0.015, -0.029], [-0.017, 0.035, 0.044], [-0.053, -0.033, -0.016], [-0.123, 0.140, 0.021], [0.034, 0.010, -0.057], [-0.006, -0.020, -0.011], [0.020, -0.028, -0.023], [0.024, -0.002, 0.039], [-0.014, 0.000, 0.049], [-0.035, 0.075, -0.125], [0.051, 0.013, -0.017], [0.023, -0.030, 0.012], [-0.056, 0.000, 0.031], [-0.037, 0.069, 0.019], [-0.006, -0.077, -0.015], [-0.015, 0.079, 0.043], [0.006, -0.045, -0.007], [-0.030, -0.023, -0.040], [0.090, 0.068, 0.051], [0.016, -0.070, 0.088], [0.020, -0.002, 0.045], [-0.020, 0.014, -0.039], [-0.007, -0.033, 0.024], [0.024, 0.036, -0.002], [-0.011, -0.031, -0.009], [0.002, 0.002, -0.012], [0.031, -0.024, 0.008], [0.003, 0.015, 0.024], [0.009, 0.014, -0.018], [0.015, 0.000, -0.008], [-0.006, -0.013, -0.003], [-0.001, 0.009, -0.007], [0.021, 0.014, 0.003], [-0.013, -0.003, -0.003], [0.008, 0.000, 0.004], [-0.005, -0.007, 0.004], [0.013, 0.006, 0.005], [-0.042, 0.021, 0.010], [0.002, 0.027, -0.004], [-0.053, -0.002, 0.022], [0.003, -0.082, 0.006], [-0.003, -0.043, 0.025], [-0.033, 0.059, 0.025], [0.041, -0.049, -0.041], [-0.021, 0.066, -0.012], [-0.009, -0.021, 0.008], [0.002, -0.036, 0.000], [-0.007, -0.021, -0.013], [0.088, 0.007, -0.032], [-0.072, 0.028, -0.172], [-0.055, 0.109, -0.022], [0.002, -0.120, -0.023], [-0.003, 0.037, 0.014], [0.019, -0.009, 0.019], [-0.038, -0.003, 0.011], [0.080, 0.045, -0.124], [-0.007, 0.017, 0.025], [0.041, -0.005, 0.010], [0.003, 0.013, -0.022], [-0.030, 0.014, -0.041], [-0.015, -0.005, -0.003], [0.021, 0.016, 0.018], [0.000, 0.000, -0.027], [0.060, 0.011, -0.059], [0.005, -0.001, -0.014], [-0.004, -0.003, 0.000], [-0.015, -0.028, 0.027], [-0.003, -0.009, -0.026], [0.008, -0.001, 0.000], [0.005, 0.008, 0.006], [0.018, 0.022, -0.007], [0.003, 0.004, -0.002], [-0.013, 0.004, 0.000], [-0.004, 0.016, -0.001], [0.003, -0.006, -0.005], [-0.008, -0.007, 0.015], [0.003, 0.010, 0.001], [0.032, -0.045, -0.026], [-0.005, 0.002, -0.006], [-0.008, 0.002, -0.006], [-0.015, 0.001, -0.001], [-0.015, 0.001, 0.000], [-0.006, -0.004, 0.003], [0.007, -0.013, 0.000], [0.001, -0.006, 0.002], [0.014, 0.006, -0.002], [-0.001, 0.028, 0.003], [0.007, -0.037, 0.012], [-0.005, -0.003, 0.016], [0.017, -0.016, 0.002], [0.013, 0.034, 0.037], [-0.017, 0.004, -0.031], [-0.004, 0.002, 0.004], [-0.006, -0.001, -0.002], [-0.005, 0.006, -0.005], [0.001, -0.002, 0.006], [-0.004, 0.003, 0.001], [-0.001, -0.002, 0.012]], "charge": 1, "lumo_energy_ev": -3.65, "gap_ev": 6.4611, "multiplicity": 1}